1.
A structure of composition C34H25CrN7O8S4, computed with wB97M-V/def2-TZVPD.

```
79
Properties=species:S:1:pos:R:3:forces:R:3:mulliken_charge:R:1
Cr 0.392531 0.488012 0.013221 -0.1781 -0.0697 -0.5143 0.213
S -2.479373 -1.740292 -1.118730 -0.0864 0.0749 0.0961 0.059
S -0.464862 -3.577318 -2.248534 0.0391 0.1508 -0.0859 -0.248
S -2.282095 0.956442 1.841984 -0.0991 -0.0833 0.4220 0.663
S -0.794533 -2.885719 1.849189 -0.2772 0.2693 -0.1000 1.591
O -2.365462 -0.352796 2.989612 0.1274 0.1512 0.0709 -0.574
O 1.861331 0.612030 -1.263008 0.0483 0.0435 0.0534 -0.299
O 4.119194 1.508134 -2.133940 -0.0280 -0.0087 -0.0240 -0.803
O -0.477477 -4.146521 2.448869 -0.0189 -0.0888 0.0529 -0.835
O -3.652614 1.107401 1.382980 -0.0689 0.0601 -0.0314 -0.680
O -0.717666 -3.180730 0.310542 0.3524 -0.3081 0.1193 -0.388
O -1.481265 0.271854 0.767272 0.6158 -0.0715 -0.2482 -0.743
O -0.040066 -1.735341 2.222300 0.0697 -0.0014 -0.0135 -0.643
N 2.002675 -0.203986 1.289386 -0.3829 -0.0249 0.2410 0.982
N 0.182400 -1.269095 -0.955626 0.0695 -0.1800 -0.0295 1.600
N 1.172844 -1.466358 -1.932027 0.1330 -0.0711 0.1656 -1.009
N 0.598092 2.236631 0.985752 -0.1134 0.0294 0.0947 0.573
N 1.905595 1.569549 2.913078 -0.1008 -0.0510 -0.0641 -0.607
N -0.630171 1.599633 -1.509324 -0.1540 -0.1076 0.0529 1.118
N -0.978300 3.614588 -0.241743 0.0497 -0.1646 0.1173 -0.487
C -2.530011 -2.608369 2.120437 0.0475 -0.0871 0.1250 -0.164
C -0.246629 4.167744 1.972596 -0.0998 0.0105 -0.0860 0.209
C 5.156801 -0.613691 -4.876120 0.0214 0.0442 0.0195 -0.292
C 3.077181 -0.491755 -3.015013 -0.0090 -0.0475 -0.0092 -0.228
C 1.971583 -0.467188 -2.028501 0.0500 -0.0097 0.0314 1.099
C 0.570804 3.562953 2.900560 0.0617 -0.0594 0.0785 0.371
C -1.093465 2.853031 -1.389957 0.1013 0.1148 0.1019 0.218
C -0.753706 -2.303872 -0.942198 -0.2471 0.2910 -0.2520 -0.252
C 3.612233 -1.947753 1.620774 -0.0316 0.0007 -0.0726 -1.286
C -1.752374 3.485037 -2.454330 0.0064 -0.0520 -0.0246 -0.658
C -1.924233 2.823847 -3.645709 -0.0001 0.0216 0.0216 -0.372
C 2.438471 0.395585 2.405466 0.0182 0.1779 0.0104 0.146
C -3.079810 -3.385542 -1.525872 0.0408 -0.0690 -0.0155 -0.383
C -0.752824 5.882675 3.517159 -0.0056 -0.0058 -0.0269 -0.642
C 0.073828 5.268330 4.460026 0.0027 -0.0074 0.0006 -0.646
C -0.929450 5.335970 2.251231 0.0541 0.0032 0.0808 -0.156
C -0.247332 3.301310 0.770531 -0.0042 0.1225 -0.1134 -0.416
C -2.202080 -3.923070 -2.638490 -0.0706 -0.0095 0.0322 -0.631
C 2.581873 -1.359828 0.923328 0.0490 -0.0056 0.0694 -0.356
C 4.156356 -1.580715 -4.893905 -0.0063 0.0058 0.0075 -0.913
C 4.077037 -1.322805 2.771261 -0.0043 0.0286 0.0112 -0.574
C -5.275048 -2.480744 2.539895 0.0471 -0.0487 -0.0206 -0.671
C -0.805457 0.961148 -2.679881 -0.0733 0.1134 -0.0400 -0.196
C -4.476558 -1.396898 2.839020 0.0623 0.0368 -0.0287 -0.234
C -3.341109 -3.711682 1.856218 -0.0142 0.0029 0.0586 -0.757
C -3.091645 -1.439080 2.642351 -0.1337 -0.0759 -0.1583 0.347
C 0.750935 4.090950 4.164792 -0.0117 0.0477 -0.0404 -0.165
C 1.100177 2.331269 2.268936 0.1080 0.0594 -0.0315 -0.318
C -4.706333 -3.652791 2.048501 -0.0078 0.0159 -0.0008 -0.585
C 4.087061 0.481603 -3.011521 0.0460 0.0450 -0.0378 0.434
C 3.132722 -1.508838 -3.967924 -0.0150 -0.0511 -0.0062 -0.538
C 3.485421 -0.147447 3.163070 -0.0016 -0.0571 -0.0378 -0.523
C 5.122033 0.407139 -3.945290 -0.0215 -0.0412 -0.0113 -0.731
C -1.437278 1.527722 -3.764265 0.0386 -0.0468 0.0322 -1.398
H 5.967399 -0.653801 -5.593943 -0.0004 -0.0019 -0.0014 0.365
H -3.023689 -4.021188 -0.643039 -0.0070 0.0146 -0.0415 -0.105
H 0.179756 5.715224 5.440762 -0.0007 0.0050 -0.0021 0.397
H -2.451493 -3.428685 -3.578111 0.0188 -0.0248 -0.0142 0.258
H -4.124826 -3.302471 -1.827287 0.0033 0.0354 -0.0188 0.545
H -5.322896 -4.514594 1.827626 0.0019 -0.0045 0.0049 0.406
H 3.785195 0.385986 4.052605 -0.0105 0.0065 0.0030 0.525
H -2.110316 4.490003 -2.288881 -0.0031 0.0060 0.0023 0.516
H -0.427709 -0.046553 -2.728755 -0.0091 -0.0067 -0.0407 0.385
H 2.182740 -1.830812 0.040449 -0.0096 -0.0359 -0.0012 0.464
H -2.875275 -4.623903 1.505330 0.0134 0.0011 0.0309 0.663
H 5.887613 1.171440 -3.914759 0.0068 0.0056 -0.0012 0.435
H -1.577509 5.788152 1.513255 -0.0075 -0.0036 -0.0112 0.530
H -1.271705 6.795266 3.783035 0.0041 0.0001 0.0085 0.397
H 4.020691 -2.884302 1.269679 0.0101 0.0056 0.0025 0.506
H -4.892848 -0.475610 3.220939 0.0000 -0.0006 -0.0023 0.460
H 2.342383 -2.248843 -3.951711 -0.0021 0.0010 -0.0034 0.574
H 3.291054 1.446671 -1.605232 0.0019 -0.0108 0.0427 0.376
H 4.881175 -1.753645 3.354520 -0.0014 -0.0100 -0.0064 0.404
H -2.433107 3.305835 -4.471017 -0.0009 -0.0058 -0.0089 0.396
H 1.386025 3.595102 4.886120 0.0050 -0.0048 0.0017 0.536
H -2.318439 -5.001229 -2.761852 0.0065 -0.0046 0.0247 0.443
H -1.546132 0.951109 -4.671426 -0.0069 0.0124 -0.0102 0.511
H -6.344785 -2.419450 2.696410 -0.0053 0.0073 -0.0006 0.374
H 4.176771 -2.380057 -5.623122 -0.0023 -0.0033 0.0006 0.409
```
Positions in Å, forces in eV/Å.

Properties
E_HOMO (alpha / beta): -4.6 / -4.9 eV
Net charge: -1
Gap between HOMO and LUMO (alpha / beta): 6.371 / 6.527 eV
Multiplicity: 4
Expectation value of S²: 3.7715
Max |F|: 0.0130 hartree/bohr
LUMO energy (alpha / beta): 1.72 / 1.66 eV

2.
A structure of composition C34H26AlBr4N6O2SSe, computed with wB97M-V/def2-TZVPD.

```
75
Properties=species:S:1:pos:R:3:forces:R:3:nbo_charge:R:1
Br 4.614890 0.253943 3.388244 -0.1444 0.0200 -0.0952 0.072
Br 6.927319 -0.666679 -1.771592 -0.0388 -0.0314 -0.0161 0.075
Br 7.304499 -0.219712 1.476436 -0.0283 -0.0122 0.0382 0.074
Br 3.837079 -0.669809 -3.065359 -0.0739 0.0378 0.0981 0.074
Se -2.368030 -1.093220 -1.283874 0.0829 -0.0130 -0.1063 -0.511
S -0.587252 1.729639 1.847695 0.0597 -0.2848 -0.0660 -0.345
Al 0.610276 0.361327 0.450447 0.1429 0.5772 -0.1748 1.842
O 2.054981 0.294768 1.593788 0.0315 0.0700 0.1333 -0.871
O 1.784008 -0.076853 -0.850919 -0.1238 -0.1616 -0.2205 -0.894
N -2.231342 0.584239 3.501791 0.3241 -0.2719 -0.3179 -0.179
N -0.151626 0.428112 -5.959722 -0.0318 0.0237 0.0624 -0.307
N -3.023342 -0.322947 4.061488 0.1630 -0.0681 0.2505 -0.388
N -1.356851 -0.916874 1.992806 1.1683 -1.3637 -0.5005 -0.169
N -0.321625 1.446141 -1.286462 0.1589 -0.1964 0.1151 -0.541
N -0.453652 -1.171006 1.131963 -0.7848 0.8015 0.9970 -0.339
C -0.199470 -2.552429 0.966157 0.1511 -0.8394 -0.2098 0.197
C -1.643832 -3.262653 -3.109268 -0.1618 -0.1152 -0.1483 -0.073
C 4.453407 0.009827 1.520282 0.2268 -0.0062 0.1927 -0.204
C -0.859161 -4.855686 1.137462 -0.0024 0.0018 -0.0040 -0.213
C 4.138432 -0.386526 -1.219316 0.0423 -0.0702 -0.2618 -0.157
C -1.960741 -4.279217 -4.007400 -0.0081 0.0688 0.0082 -0.218
C -5.301908 -3.594658 2.790713 -0.0355 -0.0623 0.0947 -0.247
C -1.178472 -3.515473 1.217513 -0.0190 0.2999 -0.0084 -0.205
C 3.188410 0.058559 0.965484 -0.0588 -0.0625 -0.1845 0.319
C -1.513307 2.555588 -3.549022 0.0568 -0.1161 0.0070 -0.079
C 1.085492 -2.950119 0.615166 -0.0393 0.4157 -0.0150 -0.214
C -3.256650 -4.507841 -4.440589 -0.0249 -0.0761 -0.0941 -0.050
C -5.113610 -1.758434 -2.612312 0.0319 -0.1416 -0.0208 -0.631
C 5.423733 -0.406522 -0.658265 0.0189 0.0419 0.1478 -0.172
C -5.021208 -3.388196 4.134405 -0.0629 -0.0329 -0.1041 -0.204
C -4.238366 -2.317007 4.523092 0.1873 0.1525 0.0076 -0.277
C -0.400687 0.854993 -4.921639 0.0626 -0.1935 -0.2906 0.289
C -0.153593 0.889351 -2.489875 0.0595 -0.0280 -0.2960 0.172
C -2.674756 -2.459692 -2.599434 -0.0690 0.3297 0.2583 -0.061
C 3.036439 -0.150830 -0.426981 0.1888 -0.0240 0.1577 0.226
C -4.771847 -2.727140 1.845534 -0.0726 0.0627 -0.0224 -0.189
C -1.097014 2.523595 -1.200287 -0.1363 0.0665 -0.1065 0.103
C -3.703494 -1.440765 3.573148 -0.3613 -0.4422 -0.1847 0.212
C -3.991235 -2.652897 -3.057473 0.0621 -0.1616 -0.1120 -0.071
C -0.195477 -3.084798 -2.748813 -0.0689 0.0082 0.0152 -0.632
C 5.578181 -0.210936 0.708436 -0.0547 -0.0129 -0.1409 -0.141
C -3.565385 -5.624026 -5.405743 0.0525 0.0777 0.0853 -0.617
C -0.694306 1.433656 -3.650321 -0.0889 0.2390 0.4392 -0.228
C 0.431930 -5.253673 0.806473 0.0099 0.0354 -0.0393 -0.206
C -3.972402 -1.661257 2.220626 -0.1904 0.2376 0.1968 -0.260
C -1.482319 0.347086 2.458222 -0.5444 1.4850 0.4224 0.126
C -4.256428 -3.672398 -3.964486 -0.0286 0.0129 0.0585 -0.226
C 1.396273 -4.296877 0.532203 0.0177 -0.1715 0.0322 -0.205
C -1.722231 3.097343 -2.298864 0.0106 0.0027 0.0124 -0.272
H -3.479486 -6.597942 -4.917431 -0.0190 -0.0286 -0.0423 0.205
H -5.411419 -4.062784 4.885872 -0.0267 0.0120 0.0038 0.207
H -5.146254 -1.690040 -1.524266 -0.0207 0.0723 -0.0036 0.225
H 0.138840 -3.915712 -2.126577 0.0996 -0.0118 0.0966 0.213
H 2.396532 -4.604182 0.255919 0.0241 0.0646 0.0283 0.216
H 0.467886 0.010687 -2.544961 0.0307 0.0228 0.0295 0.258
H -6.071482 -2.131992 -2.979100 -0.0047 0.0127 -0.0349 0.192
H -1.156660 -4.906578 -4.383475 0.0116 0.0112 -0.0276 0.190
H -3.570490 -0.998098 1.467305 -0.1740 -0.1441 -0.0877 0.255
H 0.684894 -6.305321 0.762189 -0.0240 -0.0035 -0.0521 0.208
H -2.870831 -5.612012 -6.247629 -0.0189 -0.0435 -0.0247 0.208
H -2.178250 -3.190037 1.462523 0.0054 -0.0530 -0.0374 0.250
H -4.578865 -5.527958 -5.795991 -0.0044 -0.0360 -0.0214 0.204
H -4.955045 -0.746124 -2.991723 -0.0332 0.0383 0.1020 0.221
H -4.983129 -2.878344 0.794373 0.0704 0.0430 -0.0427 0.229
H -3.222111 -0.085000 5.017500 -0.1584 0.1071 -0.0391 0.382
H -1.244452 2.925956 -0.209648 0.0024 -0.0133 0.0290 0.230
H -4.031312 -2.151977 5.575124 0.0228 0.0020 0.0004 0.201
H -1.629570 -5.592438 1.326055 0.0174 -0.0124 0.0062 0.213
H -2.359733 3.958761 -2.162505 0.0141 0.0051 0.0209 0.225
H -0.034397 -2.162063 -2.197048 0.0247 -0.0083 0.0540 0.226
H -5.938425 -4.414814 2.485462 0.0577 -0.0382 -0.0167 0.209
H 0.418558 -3.073600 -3.652010 0.0274 -0.0044 0.0163 0.210
H 1.842507 -2.198226 0.429764 0.0133 -0.1219 -0.0286 0.228
H -5.277846 -3.817491 -4.305224 -0.0016 0.0016 -0.0184 0.187
H -1.972366 2.975116 -4.434023 0.0073 0.0171 -0.0001 0.225
```
Positions in Å, forces in eV/Å.

Properties
E_HOMO (alpha / beta): -4.1 / -4.1 eV
Net charge: -1
Gap between HOMO and LUMO (alpha / beta): 4.800 / 4.799 eV
Max |F|: 0.0363 hartree/bohr
LUMO energy (alpha / beta): 0.73 / 0.73 eV
Energy above the lowest of the compared OMol25 structures with the same formula, charge and spin: 0.00 kJ/mol